(1)
ORCA calculation (ωB97M-V with the def2-TZVPD basis set) on a molecular structure, C3H4O5Pb at a distorted geometry.

```
13
Properties=species:S:1:pos:R:3:mulliken_charge:R:1
C -3.064 0.733 0.047 0.15
C -2.717 -0.638 0.109 -0.04
O -1.560 -1.234 0.302 -0.23
C -0.296 -0.846 -0.107 0.86
O 0.562 -1.723 -0.183 -0.57
O -0.013 0.375 -0.032 -0.78
O -2.285 1.736 0.000 -0.38
H -4.129 0.939 -0.085 0.37
H -3.520 -1.354 -0.071 0.38
H -1.311 1.430 -0.031 0.58
O 4.007 0.770 -0.006 -0.76
H 4.633 0.792 0.716 0.29
Pb 2.194 0.150 -0.014 1.14
```

As for the frontier orbital gap (spin up / spin down): 8.23 / 5.46 eV. The LUMO energy (spin up / spin down) comes out at -4.56 / -7.33 eV. The total energy is -18650.5558 eV. The highest occupied orbital energy (spin up / spin down) comes out at -12.8 / -12.8 eV. The spin multiplicity is 2. Its charge is +1. The value obtained for the molecular weight is 327.3 g/mol.

(2)
ORCA calculation (ωB97M-V with the def2-TZVPD basis set) on a gas-phase ion, C4H7NO2S (charge -2) at a distorted geometry.

```
15
Properties=species:S:1:pos:R:3:mulliken_charge:R:1
O 1.090 -0.662 -2.720 -0.82
C 1.568 -1.095 -1.604 -0.03
N 1.227 -0.865 -0.381 -0.68
C 0.020 -0.127 0.085 0.67
C -0.017 1.303 -0.481 -0.51
O -0.031 1.345 -1.872 -0.65
C -0.150 -0.050 1.606 -1.11
S -1.782 -0.073 2.564 -0.80
H 2.335 -1.867 -1.813 0.36
H -0.772 -0.723 -0.394 0.24
H -0.999 1.714 -0.169 0.23
H 0.733 2.003 -0.067 0.22
H 0.386 0.573 -2.363 0.44
H 0.293 0.863 1.961 0.11
H 0.318 -0.947 2.035 0.32
```

As for the frontier orbital gap: 5.65 eV. The LUMO energy comes out at 6.23 eV. The total energy is -20680.1244 eV. Its structure (SMILES) is [O-]/C=N\[C@H](CO)C[S-]. The highest occupied orbital energy comes out at 0.6 eV. Its charge is -2. The value obtained for the molecular weight is 133.2 g/mol.

(3)
ORCA calculation (ωB97M-V with the def2-TZVPD basis set) on 3 unconnected molecules or ions with the total composition C2H9NO3.

```
15
Properties=species:S:1:pos:R:3:mulliken_charge:R:1
N -0.443 -0.290 1.449 -0.68
C -0.378 0.515 0.216 -0.28
C -1.679 0.377 -0.546 0.06
O -1.819 0.747 -1.679 -0.48
H -1.056 0.169 2.111 0.24
H 0.467 -0.234 1.890 0.24
H -0.275 1.604 0.349 0.27
H 0.458 0.142 -0.383 0.33
H -2.526 -0.085 0.004 0.33
O 0.937 1.893 -2.273 -0.63
H 0.234 1.276 -2.509 0.32
H 1.206 2.309 -3.097 0.29
O 1.735 -2.518 1.711 -0.63
H 0.996 -2.517 1.087 0.32
H 2.145 -3.388 1.670 0.30
```

As for the frontier orbital gap: 10.68 eV. The LUMO energy comes out at 0.82 eV. The total energy is -9852.0277 eV. Its structure (SMILES) is NCC=O.O.O. The highest occupied orbital energy comes out at -9.9 eV. The value obtained for the molecular weight is 95.1 g/mol.

(4)
ORCA calculation (ωB97M-V with the def2-TZVPD basis set) on a molecular structure, C13H8AuBrN3O4 at a distorted geometry.

```
30
Properties=species:S:1:pos:R:3:mulliken_charge:R:1
Au -0.041 0.242 0.110 1.16
O -2.157 -2.155 2.753 -0.59
C -1.538 -1.704 1.823 0.43
O -1.068 -0.533 1.715 -0.68
C -1.271 -2.624 0.617 0.45
C -1.714 -3.937 0.577 -0.48
C -1.423 -4.701 -0.542 -0.27
C -0.683 -4.124 -1.570 -0.52
C -0.294 -2.808 -1.411 0.44
N -0.578 -2.069 -0.369 -0.36
C 0.635 -2.089 -2.574 0.25
O 0.696 -2.799 -3.538 -0.56
O 1.055 -1.017 -2.194 -0.56
H -2.270 -4.324 1.417 0.50
H -1.756 -5.727 -0.619 0.46
H -0.412 -4.665 -2.464 0.50
Br 2.223 5.607 2.012 -0.12
C 0.935 4.250 2.274 -0.42
C -0.060 4.364 3.239 0.05
C -0.975 3.334 3.359 -0.79
C -0.881 2.238 2.512 -0.05
N 0.067 2.160 1.595 -0.28
C 0.966 3.117 1.467 0.09
H -0.114 5.235 3.873 0.48
H -1.762 3.377 4.094 0.42
H -1.559 1.401 2.575 0.48
H 1.733 2.995 0.719 0.42
N 1.385 1.725 -2.183 -0.13
C 0.836 1.194 -1.325 0.36
H 1.867 1.999 -3.017 0.32
```

As for the frontier orbital gap: 4.75 eV. The LUMO energy comes out at -7.52 eV. The total energy is -99995.3467 eV. The highest occupied orbital energy comes out at -12.3 eV. Its charge is +1. The value obtained for the molecular weight is 547.1 g/mol.

(5)
ORCA calculation (ωB97M-V with the def2-TZVPD basis set) on a molecular structure, C11H5CuF5Se.

```
23
Properties=species:S:1:pos:R:3:mulliken_charge:R:1
Cu 1.316 0.194 0.265 -0.43
C 3.733 1.428 -0.193 -0.40
C 2.712 1.534 0.796 -0.32
C 2.906 0.420 1.701 -0.66
C 3.991 -0.330 1.231 -0.49
C 4.487 0.288 0.068 -0.58
H 3.869 2.104 -1.027 0.38
H 2.233 2.467 1.070 0.56
H 2.426 0.295 2.663 0.54
H 4.362 -1.247 1.667 0.38
H 5.305 -0.083 -0.536 0.39
F -5.838 -0.225 -0.290 -0.32
C -4.519 -0.385 -0.459 0.54
C -3.988 -0.534 -1.728 0.09
F -4.805 -0.487 -2.790 -0.31
C -2.630 -0.726 -1.887 0.48
F -2.169 -0.857 -3.134 -0.30
C -1.745 -0.785 -0.805 -0.56
Se 0.074 -1.189 -1.100 -0.16
C -2.316 -0.603 0.453 0.81
F -1.544 -0.614 1.542 -0.27
C -3.673 -0.410 0.633 -0.07
F -4.185 -0.255 1.862 -0.31
```

As for the frontier orbital gap: 6.67 eV. The LUMO energy comes out at 2.85 eV. The total energy is -135062.2440 eV. The highest occupied orbital energy comes out at -3.8 eV. Its charge is -1. The value obtained for the molecular weight is 374.7 g/mol.

(6)
ORCA calculation (ωB97M-V with the def2-TZVPD basis set) on a single C5H10OS2 molecule at a distorted geometry.

```
18
Properties=species:S:1:pos:R:3:mulliken_charge:R:1
C -1.012 -2.390 0.109 -0.93
S -1.580 -0.720 0.250 -0.07
C 0.001 0.033 0.850 -0.08
C 1.174 0.031 -0.121 -0.67
C 1.153 0.885 -1.348 -0.52
S 0.742 2.436 -0.725 -0.21
C -0.687 2.226 0.394 -0.33
O -0.277 1.276 1.529 -0.42
H -0.136 -2.467 -0.524 0.27
H -0.881 -2.871 1.140 0.27
H -1.562 -3.172 -0.382 0.39
H 0.207 -0.700 1.623 0.42
H 1.038 -0.940 -0.566 0.17
H 2.026 0.310 0.509 0.39
H 2.037 0.698 -1.898 0.39
H 0.329 0.424 -1.848 0.32
H -1.641 1.801 0.014 0.35
H -0.933 3.140 0.992 0.26
```

As for the frontier orbital gap: 9.39 eV. The LUMO energy comes out at 0.72 eV. The total energy is -29062.8470 eV. Its structure (SMILES) is CS[C@H]1CCSCO1. The highest occupied orbital energy comes out at -8.7 eV. The value obtained for the molecular weight is 150.3 g/mol.

Repeat the second record exactly.
ORCA calculation (ωB97M-V with the def2-TZVPD basis set) on a gas-phase ion, C4H7NO2S (charge -2) at a distorted geometry.

```
15
Properties=species:S:1:pos:R:3:mulliken_charge:R:1
O 1.090 -0.662 -2.720 -0.82
C 1.568 -1.095 -1.604 -0.03
N 1.227 -0.865 -0.381 -0.68
C 0.020 -0.127 0.085 0.67
C -0.017 1.303 -0.481 -0.51
O -0.031 1.345 -1.872 -0.65
C -0.150 -0.050 1.606 -1.11
S -1.782 -0.073 2.564 -0.80
H 2.335 -1.867 -1.813 0.36
H -0.772 -0.723 -0.394 0.24
H -0.999 1.714 -0.169 0.23
H 0.733 2.003 -0.067 0.22
H 0.386 0.573 -2.363 0.44
H 0.293 0.863 1.961 0.11
H 0.318 -0.947 2.035 0.32
```

As for the frontier orbital gap: 5.65 eV. The LUMO energy comes out at 6.23 eV. The total energy is -20680.1244 eV. Its structure (SMILES) is [O-]/C=N\[C@H](CO)C[S-]. The highest occupied orbital energy comes out at 0.6 eV. Its charge is -2. The value obtained for the molecular weight is 133.2 g/mol.